C69H132F9N7O15S2 | ωB97M-V/def2-TZVPD

Element x y z (Å)
1 C -19.199 3.169 20.666
2 O -18.970 2.486 21.919
3 O -18.073 3.313 19.960
4 C -20.263 2.216 19.873
5 F -20.344 2.438 18.519
6 F -19.992 0.923 20.039
7 F -21.495 2.422 20.318
8 C -20.017 2.585 22.860
9 C -19.858 1.543 23.949
10 H -19.646 0.507 23.603
11 H -19.075 1.865 24.652
12 H -20.788 1.532 24.516
13 H -21.043 2.594 22.422
14 H -20.135 3.573 23.370
15 H -19.859 4.033 20.849
16 C -21.272 -6.170 22.270
17 C -22.240 -5.203 21.566
18 C -23.668 -4.967 22.193
19 C -23.563 -4.282 23.500
20 C -23.093 -2.853 23.282
21 C -21.579 -2.772 22.787
22 N -21.467 -3.801 21.532
23 O -20.840 -3.451 20.643
24 C -20.506 -3.211 23.781
25 C -21.443 -1.295 22.278
26 C -22.516 -5.668 20.151
27 H -20.267 -5.984 21.912
28 H -21.542 -7.184 21.958
29 H -21.352 -6.139 23.363
30 H -24.013 -5.997 22.246
31 H -24.254 -4.537 21.380
32 H -22.996 -4.853 24.252
33 H -24.552 -4.177 23.970
34 H -22.968 -2.404 24.283
35 H -23.717 -2.166 22.699
36 H -20.351 -2.449 24.545
37 H -19.541 -3.285 23.299
38 H -20.781 -4.158 24.262
39 H -21.610 -0.664 23.149
40 H -22.114 -1.023 21.458
41 H -20.449 -1.068 21.958
42 H -23.147 -6.573 20.130
43 H -21.571 -5.857 19.647
44 H -22.984 -4.845 19.616
45 C -20.386 7.288 20.124
46 C -19.597 7.757 21.384
47 C -18.099 7.787 21.127
48 C -17.686 8.945 20.220
49 C -17.938 10.165 21.017
50 C -19.424 10.499 21.170
51 N -20.171 9.130 21.730
52 O -21.090 9.333 22.281
53 C -20.072 10.799 19.805
54 C -19.701 11.689 22.218
55 C -19.842 6.845 22.589
56 H -21.446 7.427 20.312
57 H -20.016 6.264 20.111
58 H -20.031 7.832 19.259
59 H -17.918 6.777 20.702
60 H -17.557 7.766 22.072
61 H -18.152 8.897 19.231
62 H -16.633 8.853 19.952
63 H -17.470 11.014 20.550
64 H -17.512 10.121 22.016
65 H -21.162 10.774 19.883
66 H -19.702 10.052 19.078
67 H -19.724 11.743 19.404
68 H -19.083 12.518 21.844
69 H -19.319 11.429 23.207
70 H -20.738 11.952 22.288
71 H -19.385 7.185 23.528
72 H -19.472 5.838 22.361
73 H -20.900 6.710 22.826
74 C -17.376 4.470 24.055
75 C -16.613 4.743 25.259
76 C -17.177 6.038 25.889
77 C -16.714 6.176 27.309
78 C -17.154 4.986 28.276
79 C -17.614 3.647 27.561
80 N -16.828 3.471 26.150
81 O -16.403 2.517 25.852
82 C -19.090 3.584 27.168
83 C -17.285 2.461 28.446
84 C -15.057 4.882 25.022
85 H -16.963 5.199 23.335
86 H -18.434 4.664 24.188
87 H -17.219 3.496 23.610
88 H -18.259 5.947 25.830
89 H -16.998 6.858 25.186
90 H -17.089 7.098 27.747
91 H -15.632 6.299 27.385
92 H -18.072 5.195 28.878
93 H -16.380 4.633 28.959
94 H -19.561 3.679 28.156
95 H -19.279 2.630 26.698
96 H -19.397 4.427 26.529
97 H -16.219 2.409 28.695
98 H -17.600 1.537 27.961
99 H -17.873 2.595 29.350
100 H -14.443 4.515 25.859
101 H -14.784 5.915 24.814
102 H -14.729 4.225 24.207
103 C -19.032 -1.636 18.237
104 C -18.318 -1.336 16.855
105 C -16.824 -1.291 17.109
106 C -15.986 -1.428 15.897
107 C -16.268 -2.837 15.293
108 C -17.715 -3.015 14.840
109 N -18.728 -2.511 15.912
110 O -19.756 -2.982 16.035
111 C -17.987 -4.505 14.630
112 C -18.031 -2.186 13.620
113 C -18.946 -0.107 16.179
114 H -20.116 -1.666 18.139
115 H -18.740 -0.815 18.883
116 H -18.615 -2.567 18.649
117 H -16.599 -2.125 17.794
118 H -16.606 -0.393 17.677
119 H -14.923 -1.347 16.089
120 H -16.182 -0.647 15.167
121 H -16.003 -3.624 15.996
122 H -15.729 -2.985 14.351
123 H -17.954 -4.951 15.644
124 H -17.281 -4.964 13.935
125 H -19.005 -4.719 14.269
126 H -19.109 -2.049 13.496
127 H -17.689 -2.720 12.741
128 H -17.567 -1.208 13.595
129 H -18.294 0.173 15.371
130 H -18.935 0.705 16.897
131 H -19.982 -0.174 15.831
132 C -25.855 2.612 15.592
133 C -24.383 2.761 16.126
134 C -23.460 1.750 15.333
135 C -22.079 2.123 15.531
136 C -21.833 3.443 14.800
137 C -22.526 4.640 15.553
138 N -23.956 4.348 15.916
139 O -24.734 5.079 16.006
140 C -22.556 5.759 14.573
141 C -21.852 4.995 16.873
142 C -24.277 2.569 17.626
143 H -25.949 3.120 14.630
144 H -26.587 3.097 16.224
145 H -26.102 1.560 15.518
146 H -23.805 1.709 14.318
147 H -23.759 0.813 15.820
148 H -21.523 1.327 15.020
149 H -21.705 2.019 16.533
150 H -22.235 3.516 13.805
151 H -20.806 3.781 14.735
152 H -21.567 6.010 14.215
153 H -22.996 6.649 15.003
154 H -23.224 5.524 13.723
155 H -20.870 5.468 16.695
156 H -21.763 4.068 17.427
157 H -22.505 5.622 17.486
158 H -24.842 1.647 17.828
159 H -24.742 3.421 18.150
160 H -23.274 2.595 18.025
161 C -15.608 4.438 15.992
162 C -16.505 3.993 17.205
163 C -16.320 2.524 17.634
164 C -14.948 2.236 18.100
165 C -14.771 2.918 19.426
166 C -14.810 4.420 19.355
167 N -15.988 5.023 18.341
168 O -16.394 6.019 18.461
169 C -13.559 5.021 18.717
170 C -15.227 5.004 20.720
171 C -17.979 4.298 16.907
172 H -14.571 4.237 16.202
173 H -15.791 5.499 15.820
174 H -15.969 3.797 15.216
175 H -16.495 1.888 16.742
176 H -17.050 2.389 18.456
177 H -14.101 2.540 17.456
178 H -14.908 1.168 18.315
179 H -13.821 2.775 19.958
180 H -15.534 2.591 20.113
181 H -12.848 5.201 19.499
182 H -13.867 5.945 18.251
183 H -13.165 4.352 17.951
184 H -14.541 4.619 21.487
185 H -16.289 4.783 20.935
186 H -15.173 6.086 20.593
187 H -18.313 3.586 16.132
188 H -18.102 5.308 16.503
189 H -18.562 4.258 17.833
190 C -12.979 -1.114 22.441
191 C -13.980 -1.047 23.595
192 C -14.252 0.412 24.121
193 C -14.926 1.289 23.062
194 C -16.343 0.852 22.967
195 C -16.331 -0.510 22.280
196 N -15.366 -1.638 22.953
197 O -15.595 -2.680 22.993
198 C -15.996 -0.520 20.753
199 C -17.790 -1.062 22.456
200 C -13.561 -1.856 24.843
201 H -12.076 -0.589 22.785
202 H -13.462 -0.589 21.619
203 H -12.786 -2.115 22.101
204 H -13.300 0.738 24.509
205 H -14.896 0.321 24.995
206 H -14.491 1.341 22.082
207 H -14.898 2.289 23.481
208 H -16.945 1.400 22.214
209 H -16.964 0.761 23.847
210 H -14.997 -0.107 20.537
211 H -16.697 0.167 20.282
212 H -16.024 -1.510 20.302
213 H -18.447 -0.346 21.985
214 H -18.005 -1.173 23.546
215 H -17.923 -2.059 22.027
216 H -12.501 -1.666 25.064
217 H -13.573 -2.925 24.547
218 H -14.204 -1.812 25.719
219 C -18.812 -1.408 27.064
220 F -19.727 -2.387 27.099
221 F -19.447 -0.325 26.538
222 F -18.426 -1.097 28.263
223 S -17.346 -1.845 25.992
224 O -17.934 -2.552 24.801
225 O -16.693 -0.641 25.598
226 O -16.513 -2.688 26.740
227 C -23.344 3.489 25.407
228 F -24.635 3.452 25.606
229 F -22.813 2.624 26.314
230 F -23.103 2.916 24.183
231 S -22.534 5.211 25.548
232 O -21.181 4.942 25.143
233 O -23.202 5.997 24.524
234 O -22.634 5.561 26.941

Cartesian forces (eV/Å) of the 2 atoms listed first:
0.3460 -1.5467 -1.4109
-0.0208 0.6047 -0.7042

Summary:
HOMO energy = -14.36 eV
total charge = +4
HOMO-LUMO gap = 4.3 eV
largest force on an atom = 0.28717 hartree/bohr
lowest unoccupied orbital energy = -0.3692 Ha
electronic energy = -5913.3549 hartree

Atom charges from the Löwdin analysis, given in e for atoms 1 to 6: -0.4392, -0.1167, -0.1818, -0.5332, 0.0701, 0.1294